Entry 1:
{"formula": "C53H127N21O13", "method": "ωB97M-V/def2-TZVPD", "homo_ev": -8.03, "de_lowest_kj_mol": 703.7, "orbital_gap_ev": 7.2, "energy_ha": -4223.44001, "total_charge": 0, "elements": ["C", "O", "N", "N", "H", "H", "H", "H", "C", "O", "N", "N", "H", "H", "H", "H", "C", "O", "N", "N", "H", "H", "H", "H", "C", "O", "N", "N", "H", "H", "H", "H", "C", "O", "N", "N", "H", "H", "H", "H", "C", "O", "N", "N", "H", "H", "H", "H", "C", "O", "N", "N", "H", "H", "H", "H", "C", "O", "N", "N", "H", "H", "H", "H", "C", "C", "C", "C", "C", "C", "N", "O", "C", "C", "C", "H", "H", "H", "H", "H", "H", "H", "H", "H", "H", "H", "H", "H", "H", "H", "H", "H", "H", "H", "C", "C", "C", "C", "C", "C", "N", "O", "C", "C", "C", "H", "H", "H", "H", "H", "H", "H", "H", "H", "H", "H", "H", "H", "H", "H", "H", "H", "H", "H", "C", "C", "C", "C", "C", "C", "N", "O", "C", "C", "C", "H", "H", "H", "H", "H", "H", "H", "H", "H", "H", "H", "H", "H", "H", "H", "H", "H", "H", "H", "C", "C", "C", "C", "C", "C", "N", "O", "C", "C", "C", "H", "H", "H", "H", "H", "H", "H", "H", "H", "H", "H", "H", "H", "H", "H", "H", "H", "H", "H", "C", "C", "C", "C", "C", "C", "N", "O", "C", "C", "C", "H", "H", "H", "H", "H", "H", "H", "H", "H", "H", "H", "H", "H", "H", "H", "H", "H", "H", "H"], "positions_angstrom": [[23.78, -12.37, -3.03], [23.66, -11.13, -2.97], [23.38, -13.09, -4.01], [24.38, -13.03, -2.13], [22.97, -12.68, -4.83], [23.50, -14.09, -3.99], [24.57, -12.54, -1.28], [24.83, -13.90, -2.39], [26.23, -18.23, -0.90], [25.10, -18.59, -1.21], [26.87, -17.26, -1.42], [26.90, -18.88, 0.02], [26.31, -16.76, -2.09], [27.79, -17.07, -1.03], [27.83, -18.59, 0.27], [26.45, -19.57, 0.60], [30.26, -16.86, 1.01], [29.19, -17.13, 0.52], [30.38, -16.44, 2.26], [31.38, -17.08, 0.44], [31.24, -16.51, 2.79], [29.52, -16.35, 2.78], [32.28, -16.88, 0.86], [31.39, -17.38, -0.53], [31.39, -8.80, -1.01], [32.47, -9.28, -1.18], [30.26, -9.38, -0.68], [31.22, -7.52, -1.19], [29.41, -8.83, -0.66], [30.12, -10.38, -0.70], [30.30, -7.10, -1.29], [31.96, -6.98, -1.61], [27.45, -14.68, -4.76], [26.62, -13.79, -4.92], [27.27, -15.79, -4.16], [28.73, -14.59, -5.05], [28.02, -16.31, -3.73], [26.34, -15.84, -3.76], [29.11, -13.71, -5.35], [29.27, -15.40, -4.79], [26.46, -9.25, -2.59], [25.66, -8.85, -1.78], [26.22, -10.13, -3.51], [27.72, -8.83, -2.84], [25.43, -10.71, -3.25], [26.97, -10.50, -4.07], [28.30, -9.22, -3.56], [28.10, -8.01, -2.39], [34.10, -13.50, -0.09], [34.77, -12.75, 0.69], [32.84, -13.60, 0.04], [34.57, -14.28, -0.99], [32.43, -13.17, 0.85], [32.42, -14.27, -0.60], [33.86, -14.79, -1.49], [35.58, -14.25, -1.10], [22.50, -8.45, 0.30], [21.54, -7.69, 0.29], [22.36, -9.73, 0.30], [23.73, -8.05, 0.44], [21.41, -10.06, 0.27], [23.11, -10.38, 0.48], [23.87, -7.05, 0.52], [24.45, -8.59, -0.01], [27.53, -12.90, 9.49], [27.09, -13.15, 8.03], [27.40, -11.84, 7.27], [28.85, -11.50, 6.97], [29.25, -12.67, 6.13], [29.22, -14.08, 6.81], [27.89, -14.23, 7.43], [27.72, -15.48, 8.08], [29.32, -15.09, 5.64], [30.35, -14.17, 7.78], [25.61, -13.35, 7.89], [27.11, -11.99, 9.92], [28.61, -12.99, 9.56], [27.26, -13.67, 10.21], [26.86, -11.84, 6.32], [26.96, -11.02, 7.83], [29.45, -11.45, 7.89], [28.82, -10.50, 6.52], [30.25, -12.52, 5.71], [28.67, -12.67, 5.21], [28.41, -15.04, 5.03], [30.18, -15.13, 4.97], [29.28, -16.08, 6.07], [30.36, -15.17, 8.22], [31.35, -14.15, 7.34], [30.28, -13.52, 8.65], [25.26, -13.72, 6.93], [25.16, -12.44, 8.28], [25.31, -14.12, 8.60], [27.43, -16.07, 7.38], [31.27, -5.57, 8.66], [30.68, -6.97, 8.34], [29.26, -7.02, 9.09], [28.20, -8.00, 8.62], [27.88, -7.81, 7.13], [29.02, -7.05, 6.29], [30.40, -7.32, 6.95], [31.50, -7.20, 6.10], [29.05, -7.76, 4.90], [28.74, -5.55, 6.25], [31.55, -8.17, 8.88], [32.25, -5.34, 8.26], [31.40, -5.41, 9.73], [30.80, -4.75, 8.11], [29.34, -7.26, 10.15], [28.79, -6.04, 9.12], [27.22, -7.92, 9.10], [28.62, -8.99, 8.77], [26.89, -7.34, 7.15], [27.49, -8.73, 6.68], [29.74, -7.14, 4.34], [29.32, -8.81, 4.98], [28.15, -7.65, 4.31], [28.32, -5.42, 7.24], [29.68, -5.01, 6.17], [28.06, -5.35, 5.41], [32.58, -8.18, 8.50], [30.96, -9.05, 8.62], [31.49, -8.14, 9.97], [31.40, -6.29, 5.80], [26.52, -12.12, 2.76], [27.38, -11.28, 1.84], [28.83, -11.44, 2.37], [29.54, -12.68, 2.02], [29.50, -12.85, 0.46], [28.08, -12.85, -0.14], [27.26, -11.74, 0.39], [25.98, -11.66, -0.15], [28.26, -12.63, -1.67], [27.47, -14.28, 0.05], [27.04, -9.81, 1.95], [26.38, -11.66, 3.74], [26.77, -13.14, 3.04], [25.59, -12.40, 2.26], [29.51, -10.69, 1.96], [28.84, -11.41, 3.45], [29.16, -13.46, 2.66], [30.57, -12.63, 2.38], [29.98, -13.82, 0.30], [30.07, -12.04, -0.01], [28.54, -11.61, -1.92], [29.01, -13.28, -2.11], [27.36, -12.82, -2.25], [26.46, -14.35, -0.36], [28.10, -15.11, -0.27], [27.43, -14.50, 1.11], [26.02, -9.61, 1.64], [27.77, -9.29, 1.32], [27.30, -9.40, 2.93], [26.15, -10.99, -0.83], [36.39, -14.55, 6.21], [35.78, -13.06, 6.24], [36.79, -12.16, 5.51], [36.25, -10.85, 5.22], [34.86, -10.79, 4.56], [33.82, -11.81, 5.20], [34.50, -13.06, 5.55], [33.63, -14.04, 6.09], [33.13, -11.23, 6.42], [32.72, -12.02, 4.19], [35.61, -12.53, 7.65], [37.30, -14.63, 6.80], [36.59, -14.94, 5.21], [35.74, -15.26, 6.72], [37.55, -11.80, 6.21], [37.31, -12.62, 4.68], [36.84, -10.24, 4.54], [36.14, -10.21, 6.10], [34.89, -10.96, 3.48], [34.48, -9.78, 4.68], [33.58, -10.30, 6.76], [32.11, -11.02, 6.09], [33.07, -11.92, 7.26], [31.92, -12.69, 4.49], [32.29, -11.06, 3.90], [33.16, -12.51, 3.32], [34.80, -13.06, 8.16], [35.42, -11.46, 7.72], [36.52, -12.69, 8.23], [33.79, -14.77, 5.49], [22.94, -15.61, -0.04], [22.91, -15.56, 1.58], [21.48, -15.32, 2.02], [20.55, -16.52, 1.96], [21.31, -17.70, 2.80], [22.70, -18.11, 2.36], [23.50, -16.82, 2.16], [24.85, -17.03, 1.81], [23.32, -18.95, 3.49], [22.59, -18.90, 1.02], [23.75, -14.37, 2.07], [22.40, -16.52, -0.31], [23.99, -15.53, -0.33], [22.34, -14.83, -0.51], [21.56, -14.97, 3.05], [21.05, -14.56, 1.37], [20.43, -16.84, 0.92], [19.58, -16.24, 2.36], [20.70, -18.61, 2.75], [21.34, -17.30, 3.81], [23.48, -18.28, 4.34], [22.74, -19.78, 3.88], [24.33, -19.22, 3.18], [22.34, -19.95, 1.18], [21.83, -18.52, 0.34], [23.56, -18.82, 0.52], [23.95, -14.41, 3.14], [23.35, -13.42, 1.72], [24.75, -14.42, 1.63], [24.77, -17.38, 0.92]]}

---

Entry 2:
{"formula": "C4H6N2O", "method": "ωB97M-V/def2-TZVPD", "homo_ev": -6.61, "de_lowest_kj_mol": 612.3, "orbital_gap_ev": 7.5, "energy_ha": -340.56170, "total_charge": 0, "elements": ["N", "C", "C", "O", "N", "C", "C", "H", "H", "H", "H", "H", "H"], "positions_angstrom": [[-1.09, 0.97, -0.43], [-0.92, -0.03, 0.72], [-0.14, -1.13, 0.13], [-0.57, -2.38, 0.08], [1.03, -0.79, -0.33], [1.21, 0.65, -0.28], [0.09, 1.05, 0.63], [-0.15, 1.03, -1.07], [-1.91, 1.57, -0.33], [-1.41, -2.37, 0.57], [1.64, -1.43, -0.83], [2.23, 0.99, -0.16], [0.11, 1.93, 1.26]]}

---

Entry 3:
{"formula": "C25H32FIrN4O2P", "method": "ωB97M-V/def2-TZVPD", "s2": 0.78, "homo_ev": [-11.33, -14.29], "de_lowest_kj_mol": 109.6, "orbital_gap_ev": [6.0, 9.0], "spin_multiplicity": 2, "energy_ha": -1886.44159, "total_charge": 2, "elements": ["Ir", "N", "C", "C", "N", "C", "C", "N", "C", "C", "N", "H", "H", "H", "H", "H", "H", "H", "H", "H", "H", "H", "H", "H", "H", "H", "H", "H", "H", "O", "C", "O", "C", "C", "C", "C", "C", "C", "P", "C", "C", "C", "C", "C", "C", "C", "C", "C", "C", "C", "C", "H", "H", "H", "H", "H", "H", "H", "H", "H", "H", "H", "H", "H", "H", "F"], "positions_angstrom": [[0.17, -0.34, -0.27], [-1.50, -0.59, -1.52], [-1.46, -1.90, -2.20], [-1.19, -2.90, -1.11], [0.05, -2.49, -0.35], [-0.10, -3.02, 1.05], [0.56, -2.10, 2.05], [-0.03, -0.75, 1.89], [1.26, -2.97, -1.11], [2.27, -1.86, -1.31], [1.57, -0.65, -1.83], [-2.36, -0.50, -0.98], [-1.54, 0.18, -2.18], [-0.65, -1.88, -2.93], [-2.37, -2.12, -2.74], [-1.10, -3.92, -1.46], [-2.03, -2.87, -0.41], [0.24, -4.05, 1.11], [-1.16, -3.01, 1.27], [1.63, -2.01, 1.86], [0.44, -2.48, 3.06], [0.62, -0.07, 2.28], [-0.92, -0.62, 2.36], [0.91, -3.31, -2.09], [1.70, -3.84, -0.63], [3.08, -2.18, -1.97], [2.71, -1.56, -0.36], [1.29, -0.73, -2.80], [2.22, 0.14, -1.76], [-2.91, 2.10, -1.64], [-2.29, 3.03, -1.31], [-0.24, 1.68, -0.35], [-1.68, 4.19, -1.01], [-2.38, 5.40, -1.38], [-1.82, 6.61, -1.12], [-0.57, 6.72, -0.48], [0.11, 5.58, -0.11], [-0.41, 4.31, -0.34], [0.56, 2.91, 0.16], [0.73, 2.92, 1.94], [-0.24, 3.59, 2.69], [-0.18, 3.55, 4.08], [0.84, 2.86, 4.71], [1.81, 2.20, 3.97], [1.76, 2.23, 2.58], [2.15, 3.01, -0.64], [2.20, 2.68, -2.00], [3.39, 2.77, -2.70], [4.54, 3.20, -2.05], [4.50, 3.55, -0.71], [3.30, 3.46, 0.00], [-3.34, 5.32, -1.87], [-2.36, 7.51, -1.40], [-0.14, 7.70, -0.29], [1.07, 5.67, 0.37], [-1.03, 4.14, 2.20], [-0.93, 4.07, 4.66], [0.88, 2.84, 5.79], [2.61, 1.68, 4.47], [2.52, 1.72, 2.00], [1.29, 2.39, -2.51], [3.42, 2.54, -3.76], [5.47, 3.28, -2.60], [5.39, 3.89, -0.21], [3.28, 3.75, 1.04], [1.90, 0.17, 0.61]]}

---

Please write out number 2 again, unchanged.
{"formula": "C4H6N2O", "method": "ωB97M-V/def2-TZVPD", "homo_ev": -6.61, "de_lowest_kj_mol": 612.3, "orbital_gap_ev": 7.5, "energy_ha": -340.56170, "total_charge": 0, "elements": ["N", "C", "C", "O", "N", "C", "C", "H", "H", "H", "H", "H", "H"], "positions_angstrom": [[-1.09, 0.97, -0.43], [-0.92, -0.03, 0.72], [-0.14, -1.13, 0.13], [-0.57, -2.38, 0.08], [1.03, -0.79, -0.33], [1.21, 0.65, -0.28], [0.09, 1.05, 0.63], [-0.15, 1.03, -1.07], [-1.91, 1.57, -0.33], [-1.41, -2.37, 0.57], [1.64, -1.43, -0.83], [2.23, 0.99, -0.16], [0.11, 1.93, 1.26]]}